{
  "formula": "C19H37ClFNO19PS",
  "method": "the ωB97M-V functional and the def2-TZVPD basis",
  "charge": 1,
  "multiplicity": 1,
  "gap_ev": 7.819,
  "total_energy_ha": -3529.86674,
  "fmax_ev_per_a": 2.17,
  "elements": ["C", "O", "C", "S", "C", "O", "N", "C", "O", "F", "P", "O", "Cl", "H", "H", "H", "H", "H", "H", "H", "C", "O", "C", "O", "O", "C", "H", "H", "H", "H", "H", "H", "C", "O", "C", "O", "O", "C", "H", "H", "H", "H", "H", "H", "C", "O", "C", "O", "O", "C", "H", "H", "H", "H", "H", "H", "C", "O", "C", "O", "O", "C", "H", "H", "H", "H", "H", "H", "C", "O", "C", "O", "O", "C", "H", "H", "H", "H", "H", "H"],
  "xyz": [[3.958, -0.861, 1.892], [2.869, -0.743, 0.964], [1.867, -1.647, 1.097], [0.462, -0.745, 1.962], [-0.047, 0.430, 0.608], [-0.628, 0.048, -0.364], [0.378, 1.712, 0.871], [0.163, 2.101, 2.239], [-0.891, 2.194, 2.777], [1.300, 2.310, 2.850], [-1.334, -1.973, 2.410], [-1.402, -3.154, 1.306], [-0.777, -2.952, 4.103], [4.836, -1.152, 1.349], [4.148, 0.098, 2.338], [3.754, -1.563, 2.685], [1.518, -1.888, 0.107], [2.128, -2.531, 1.657], [-0.108, 2.345, 0.241], [-1.291, -2.763, 0.430], [2.892, -2.168, -3.656], [3.072, -3.542, -3.994], [2.701, -4.405, -3.060], [2.241, -4.120, -1.978], [2.923, -5.625, -3.507], [2.570, -6.664, -2.587], [3.237, -1.594, -4.510], [1.840, -1.950, -3.479], [3.486, -1.905, -2.782], [1.506, -6.632, -2.363], [3.151, -6.579, -1.672], [2.801, -7.609, -3.067], [-3.299, 0.070, -1.677], [-4.136, 1.021, -2.329], [-3.643, 1.458, -3.489], [-2.592, 1.127, -3.966], [-4.506, 2.320, -4.003], [-4.107, 2.883, -5.259], [-3.800, -0.204, -0.751], [-3.177, -0.820, -2.293], [-2.332, 0.502, -1.450], [-3.998, 2.105, -6.010], [-3.177, 3.438, -5.153], [-4.901, 3.561, -5.555], [2.659, 4.359, 4.695], [3.319, 5.604, 4.492], [4.646, 5.532, 4.602], [5.272, 4.535, 4.836], [5.143, 6.743, 4.403], [6.569, 6.819, 4.493], [1.595, 4.546, 4.575], [2.984, 3.632, 3.957], [2.846, 3.983, 5.698], [7.035, 6.189, 3.739], [6.907, 6.528, 5.485], [6.833, 7.855, 4.311], [1.518, -5.888, 1.099], [1.712, -7.254, 0.758], [1.340, -8.108, 1.717], [0.882, -7.798, 2.782], [1.565, -9.337, 1.283], [1.212, -10.368, 2.213], [1.853, -5.296, 0.248], [0.465, -5.676, 1.284], [2.115, -5.623, 1.972], [0.149, -10.332, 2.438], [1.793, -10.274, 3.127], [1.448, -11.309, 1.730], [-8.290, 8.160, -2.704], [-7.041, 7.704, -2.175], [-6.789, 6.422, -2.403], [-7.497, 5.654, -2.993], [-5.605, 6.131, -1.865], [-5.212, 4.769, -2.036], [-8.365, 9.211, -2.448], [-8.313, 8.048, -3.786], [-9.118, 7.617, -2.254], [-5.125, 4.522, -3.088], [-5.920, 4.099, -1.553], [-4.240, 4.664, -1.562]],
  "atomic_forces_ev_per_a": [[0.0327, 0.3911, 0.0621], [0.2265, -0.1371, 0.1287], [0.6220, 0.6667, -0.9854], [1.0509, -0.1803, 0.8861], [-0.4641, -0.2876, -0.8968], [0.8317, -0.1336, 0.7473], [-0.7244, -0.4653, 0.2693], [-0.8239, 0.2284, 0.8432], [0.8155, -0.0451, -0.5979], [0.2935, 0.0380, -0.0180], [-2.1293, -0.2063, 0.3501], [0.9183, 0.4728, 0.6311], [0.3424, 0.1788, -0.8348], [0.3902, -0.2922, -0.2956], [-0.0436, 0.4890, 0.1344], [-0.1951, -0.3776, 0.1869], [-0.4625, -0.3203, -0.3018], [-0.2474, -0.3134, 0.4766], [0.1678, 0.2376, -0.2505], [-0.2301, -0.2159, -0.5095], [0.0054, 0.1793, -0.0436], [0.0153, 0.1510, -0.0712], [0.1205, -0.0384, -0.1887], [-0.1536, 0.2307, 0.3602], [-0.0082, -0.2100, -0.0137], [-0.0387, -0.2949, 0.1331], [0.0312, -0.0826, -0.0725], [-0.0115, -0.0273, 0.0662], [-0.0407, -0.0319, 0.0583], [-0.0009, 0.0777, 0.0716], [-0.0536, 0.0516, 0.0508], [0.0756, 0.0777, -0.1718], [-0.1710, -0.1294, 0.1374], [-0.0982, -0.0947, 0.1850], [-0.1624, 0.1094, 0.0222], [0.2848, -0.0850, -0.0936], [-0.0631, 0.0444, -0.1047], [-0.0764, 0.1562, -0.1851], [-0.1362, 0.0976, -0.0393], [0.0892, 0.0347, -0.0558], [-0.0904, 0.0276, -0.2297], [0.0858, -0.0461, 0.0268], [0.0655, -0.0805, 0.0102], [-0.0794, -0.0248, 0.0993], [-0.1785, -0.0250, 0.0897], [-0.2004, 0.0064, -0.0206], [-0.0389, 0.2185, -0.0441], [0.1464, -0.2972, 0.0389], [0.0497, 0.1366, -0.0252], [0.1994, 0.1364, -0.0041], [0.0071, 0.1475, -0.0142], [0.1418, -0.0575, 0.0378], [0.0750, -0.0580, -0.0166], [-0.0127, -0.0882, 0.0379], [-0.0100, -0.0965, -0.0028], [-0.1168, 0.0452, -0.0161], [0.0843, 0.4019, -0.0966], [0.0515, 0.1473, -0.1921], [0.0626, -0.1328, -0.1386], [-0.1242, 0.1264, 0.2791], [0.0308, -0.1324, -0.0665], [-0.0148, -0.2430, 0.0583], [0.0223, -0.1797, -0.1336], [-0.0087, -0.0694, 0.1304], [-0.1042, -0.0629, 0.1070], [-0.0058, 0.0797, 0.0561], [-0.0405, 0.0782, 0.0417], [0.0449, 0.0477, -0.1103], [-0.1432, 0.1751, -0.0244], [-0.0310, 0.1653, 0.0370], [0.1061, 0.1531, 0.0772], [-0.1825, -0.2180, -0.1664], [0.1974, -0.0410, 0.1219], [0.1297, -0.0972, 0.1044], [0.1076, 0.0122, 0.0597], [-0.0189, -0.0961, -0.0100], [0.0019, -0.0855, -0.0502], [-0.1244, -0.0270, -0.0602], [-0.0707, -0.0315, -0.1021], [0.0077, 0.1415, 0.0405]]
}